C8H15ClINOPSTi as an isolated structure at a distorted geometry. Source: the OMol25 dataset; level of theory: the ωB97M-V functional and the def2-TZVPD basis.

ORCA input file:
```
! RIJCOSX wB97M-V def2-TZVPD def2/J DEFGRID3
* xyz 2 2
C 1.3754 3.8049 -0.8357
I -1.0098 3.1346 -0.5249
H 1.6063 2.7928 -1.2132
H 2.3509 4.2981 -0.7092
H 0.8484 4.4071 -1.5997
Ti 0.9348 -1.3641 0.6307
P 0.5207 -1.3548 -1.6614
C 0.2439 0.2010 -2.5299
C 2.0413 -2.0216 -2.4046
H -0.8579 -3.3420 -1.5372
H -0.5405 -2.8429 -3.2265
H -1.7486 -1.9625 -2.2324
C -0.7845 -2.4854 -2.2176
H 2.5319 -2.7179 -1.7153
H 1.7844 -2.5466 -3.3320
H -0.2808 0.0254 -3.4782
H 1.2039 0.6928 -2.7280
H 2.7284 -1.1975 -2.6289
H -0.3558 0.8816 -1.9104
C 0.7168 3.7812 0.4784
O 1.0163 4.0214 1.6095
Cl 1.2437 -3.4901 1.1586
S -1.4540 -1.5618 2.9553
C -0.9745 0.0132 3.5249
C -0.3835 0.7624 2.5356
N -0.2053 0.0727 1.3563
C -1.0038 -1.1179 1.3025
H -1.1283 0.3281 4.5477
H -0.0390 1.7870 2.5676
H -1.7293 -1.3430 0.5145
*
```

Properties
**LUMO level (spin up / spin down)**: -9.257 / -10.092 eV
**<S²>**: 0.80
**HOMO energy (spin up / spin down)**: -0.5375 / -0.5376 hartree

Mulliken atomic charge list, values in e, 5 entries: -1.01 0.00 0.18 0.37 0.45

C20H12N3O4Ti as an isolated structure at a distorted geometry. Source: the OMol25 dataset; level of theory: the ωB97M-V functional and the def2-TZVPD basis.

ORCA input file:
```
! RIJCOSX wB97M-V def2-TZVPD def2/J DEFGRID3
* xyz 0 2
Ti -0.4311 0.8553 -1.2312
C 3.9795 0.9582 -1.6597
C 2.6135 0.8332 -1.9364
N 1.7076 0.7593 -0.9779
C 2.0843 0.8248 0.3339
C 3.4406 0.9476 0.6937
C 4.3857 1.0169 -0.3524
C 3.7900 0.9921 2.0633
C 2.8002 0.9094 2.9990
C 1.4450 0.7717 2.6416
C 1.0477 0.7056 1.3205
N -0.2197 0.5154 0.8011
C -1.1285 -0.3860 1.3274
C -1.4424 -0.6364 2.6489
C -2.3518 -1.6488 3.0122
C -2.9736 -2.4295 2.0819
C -2.7093 -2.2013 0.7114
C -3.2934 -2.9542 -0.3304
C -2.9858 -2.6864 -1.6390
C -2.0899 -1.6496 -1.9216
N -1.5236 -0.9312 -0.9667
C -1.8173 -1.1751 0.3465
H 4.6832 1.0117 -2.4774
H 2.2375 0.8013 -2.9531
H 5.4346 1.1154 -0.1012
H 4.8292 1.0964 2.3443
H 3.0490 0.9548 4.0513
H 0.7158 0.7356 3.4329
H -1.0078 -0.0408 3.4337
H -2.5568 -1.7991 4.0642
H -3.6675 -3.2086 2.3674
H -3.9858 -3.7471 -0.0754
H -3.4214 -3.2472 -2.4527
H -1.8295 -1.3837 -2.9401
O -1.3469 2.1956 -4.8893
C -1.1698 1.9790 -3.7215
O -0.4403 1.0150 -3.2143
C -1.8223 2.8713 -2.6025
O -2.5036 3.8227 -2.8492
O -1.5256 2.4363 -1.3830
*
```

Properties
**LUMO level (spin up / spin down)**: -0.970 / -0.916 eV
**<S²>**: 0.75
**HOMO energy (spin up / spin down)**: -0.2913 / -0.2929 hartree

Mulliken atomic charge list, values in e, 5 entries: 0.84 -0.90 -0.14 0.06 0.94

An isolated molecule of C8H10O3S at a distorted geometry. Source: the OMol25 dataset; level of theory: the ωB97M-V functional and the def2-TZVPD basis.

ORCA input file:
```
! RIJCOSX wB97M-V def2-TZVPD def2/J DEFGRID3
* xyz 0 1
C 1.7648 -2.0882 -0.7735
O 1.4320 -0.6826 -0.6958
C 0.0712 -0.3826 -0.5096
C -0.8397 -1.1771 -1.0956
C -2.2753 -1.4144 -1.1077
C -3.2597 -0.8605 -0.4082
O -4.5394 -1.1171 -0.2805
S -2.5682 0.5517 1.0194
C -0.8476 1.5613 0.9786
O -0.9973 2.6959 1.6421
C -0.0354 3.7312 1.4053
C 0.0688 0.8547 0.2810
H 1.9361 -2.6444 -1.6879
H 0.8458 -2.5471 -0.5548
H 2.6397 -2.3325 -0.1350
H -0.4629 -1.8007 -1.9062
H -2.4814 -2.0021 -1.9332
H -4.7906 -0.1841 0.0027
H -0.1430 4.4265 2.2532
H -0.2427 4.3669 0.4624
H 0.9479 3.4299 1.4771
H 1.1452 1.2677 0.1052
*
```

Properties
**LUMO level**: 0.156 eV
**Energy above the lowest of the compared OMol25 structures with the same formula, charge and spin**: 63.4 kcal per mole
**Structure (SMILES)**: COC1=CC=C(O)SC(OC)=C1
**HOMO energy**: -0.2714 hartree

Mulliken atomic charge list, values in e, 5 entries: -0.91 -0.42 0.46 -0.23 -0.57

A 2-piece molecular cluster, C7H11N2O2 overall at a distorted geometry. Source: the OMol25 dataset; level of theory: the ωB97M-V functional and the def2-TZVPD basis.

ORCA input file:
```
! RIJCOSX wB97M-V def2-TZVPD def2/J DEFGRID3
* xyz -1 1
C -2.7266 0.9498 1.9235
C -3.3056 0.9679 0.5175
O -2.4012 1.0475 -0.3887
O -4.4711 0.7363 0.5208
H -2.6659 0.2593 2.7432
H -3.1984 1.7391 2.5631
H -1.6913 1.0121 1.9354
C 0.6032 -1.4155 -0.0065
C 1.6616 -2.1011 0.9370
C 1.2015 -0.4135 -0.9365
C 0.5230 0.7238 -1.5087
C 2.7958 0.8030 -1.9820
N 2.5182 -0.3276 -1.3189
N 1.4844 1.4629 -2.1240
H -0.1273 -2.1195 -0.4621
H 0.0201 -0.8618 0.8533
H 1.7771 -3.1603 0.8804
H -0.5500 0.8387 -1.3064
H 3.5971 1.1749 -2.5805
H 1.0999 2.1956 -2.7885
H 1.2489 -1.9148 1.9383
H 2.6067 -1.5967 0.5902
*
```

Properties
**LUMO level**: 3.352 eV
**Energy above the lowest of the compared OMol25 structures with the same formula, charge and spin**: 72.3 kcal per mole
**HOMO energy**: -0.1557 hartree

Mulliken atomic charge list, values in e, 5 entries: -1.13 0.42 -0.69 -0.65 0.40

Repeat the fourth record exactly.
A 2-piece molecular cluster, C7H11N2O2 overall at a distorted geometry. Source: the OMol25 dataset; level of theory: the ωB97M-V functional and the def2-TZVPD basis.

ORCA input file:
```
! RIJCOSX wB97M-V def2-TZVPD def2/J DEFGRID3
* xyz -1 1
C -2.7266 0.9498 1.9235
C -3.3056 0.9679 0.5175
O -2.4012 1.0475 -0.3887
O -4.4711 0.7363 0.5208
H -2.6659 0.2593 2.7432
H -3.1984 1.7391 2.5631
H -1.6913 1.0121 1.9354
C 0.6032 -1.4155 -0.0065
C 1.6616 -2.1011 0.9370
C 1.2015 -0.4135 -0.9365
C 0.5230 0.7238 -1.5087
C 2.7958 0.8030 -1.9820
N 2.5182 -0.3276 -1.3189
N 1.4844 1.4629 -2.1240
H -0.1273 -2.1195 -0.4621
H 0.0201 -0.8618 0.8533
H 1.7771 -3.1603 0.8804
H -0.5500 0.8387 -1.3064
H 3.5971 1.1749 -2.5805
H 1.0999 2.1956 -2.7885
H 1.2489 -1.9148 1.9383
H 2.6067 -1.5967 0.5902
*
```

Properties
**LUMO level**: 3.352 eV
**Energy above the lowest of the compared OMol25 structures with the same formula, charge and spin**: 72.3 kcal per mole
**HOMO energy**: -0.1557 hartree

Mulliken atomic charge list, values in e, 5 entries: -1.13 0.42 -0.69 -0.65 0.40

Question: Which formula does entry 3 have?
Answer: C8H10O3S